Record 1
{
  "formula": "C23H38F7N4O33S8",
  "method": "ωB97M-V/def2-TZVPD",
  "homo_energy_ev": -12.366,
  "multiplicity": 1,
  "total_charge": 1,
  "e_lumo_ev": -3.121,
  "fmax_ha_per_bohr": 0.0625,
  "e_tot_ev": -203684.3491,
  "symbols": ["N", "C", "N", "C", "N", "C", "F", "F", "C", "F", "F", "C", "F", "F", "F", "N", "C", "C", "O", "H", "H", "H", "H", "H", "H", "C", "C", "O", "S", "O", "O", "O", "H", "H", "H", "H", "C", "C", "O", "S", "O", "O", "O", "H", "H", "H", "H", "C", "C", "O", "S", "O", "O", "O", "H", "H", "H", "H", "C", "C", "O", "S", "O", "O", "O", "H", "H", "H", "H", "C", "C", "O", "S", "O", "O", "O", "H", "H", "H", "H", "C", "C", "O", "S", "O", "O", "O", "H", "H", "H", "H", "C", "C", "O", "S", "O", "O", "O", "H", "H", "H", "H", "C", "C", "O", "S", "O", "O", "O", "H", "H", "H", "H"],
  "coordinates": [[0.098, 2.829, 1.642], [0.556, 2.030, 0.696], [-0.213, 1.497, -0.329], [0.592, 0.783, -1.064], [1.878, 0.808, -0.583], [3.021, 0.144, -1.183], [2.611, -0.320, -2.389], [4.003, 1.014, -1.462], [3.526, -1.108, -0.389], [2.889, -2.205, -0.835], [3.314, -1.029, 0.936], [5.054, -1.382, -0.608], [5.380, -1.404, -1.902], [5.797, -0.459, 0.026], [5.402, -2.549, -0.066], [1.808, 1.598, 0.506], [2.913, 2.002, 1.374], [2.910, 1.303, 2.763], [1.909, 0.759, 3.160], [-0.628, 3.496, 1.418], [0.465, 2.870, 2.584], [0.232, 0.267, -1.950], [3.889, 1.934, 0.870], [2.747, 3.074, 1.602], [3.790, 1.314, 3.452], [1.368, 1.679, -4.502], [1.600, 2.150, -5.919], [0.470, 2.987, -6.210], [-0.005, 3.726, -4.858], [0.560, 5.025, -4.826], [-1.390, 3.489, -4.679], [0.812, 2.797, -3.822], [0.642, 0.862, -4.472], [2.286, 1.364, -4.012], [1.664, 1.328, -6.625], [2.502, 2.763, -5.992], [-1.199, -2.767, 4.501], [-0.996, -2.316, 3.074], [-2.131, -1.496, 2.778], [-2.590, -0.743, 4.125], [-2.033, 0.569, 4.110], [-3.973, -0.979, 4.324], [-1.756, -1.628, 5.170], [-1.917, -3.588, 4.562], [-0.267, -3.067, 4.977], [-0.936, -3.147, 2.379], [-0.099, -1.697, 2.979], [-4.598, -2.142, -1.087], [-4.489, -3.592, -1.496], [-3.137, -3.953, -1.180], [-2.653, -3.133, 0.109], [-2.808, -3.965, 1.249], [-1.422, -2.480, -0.184], [-3.825, -2.040, 0.119], [-4.152, -1.484, -1.837], [-5.625, -1.841, -0.912], [-4.691, -3.745, -2.553], [-5.155, -4.224, -0.905], [5.692, -3.433, -4.348], [7.138, -3.132, -4.684], [7.294, -3.568, -6.036], [5.909, -3.358, -6.830], [5.975, -2.134, -7.543], [5.557, -4.581, -7.448], [4.964, -3.134, -5.542], [5.551, -4.492, -4.118], [5.326, -2.832, -3.522], [7.835, -3.650, -4.030], [7.339, -2.058, -4.649], [-4.547, -1.415, 9.247], [-3.696, -0.240, 9.678], [-2.348, -0.716, 9.589], [-2.239, -1.781, 8.382], [-1.749, -1.122, 7.222], [-1.643, -2.967, 8.882], [-3.813, -2.031, 8.184], [-4.655, -2.144, 10.054], [-5.531, -1.110, 8.901], [-3.920, 0.089, 10.690], [-3.804, 0.602, 8.990], [-6.951, 3.143, -0.949], [-5.563, 2.545, -0.846], [-5.767, 1.258, -0.253], [-7.190, 0.675, -0.724], [-6.972, -0.207, -1.818], [-7.921, 0.294, 0.426], [-7.798, 2.044, -1.302], [-7.286, 3.538, 0.012], [-7.010, 3.925, -1.702], [-4.894, 3.146, -0.236], [-5.120, 2.398, -1.834], [4.911, 1.515, 7.233], [4.445, 2.793, 7.899], [4.994, 3.844, 7.090], [5.062, 3.362, 5.565], [3.915, 3.856, 4.880], [6.379, 3.564, 5.087], [4.841, 1.789, 5.825], [5.949, 1.291, 7.486], [4.285, 0.663, 7.487], [4.791, 2.879, 8.925], [3.357, 2.880, 7.874], [-2.190, 1.274, -9.404], [-3.021, 0.025, -9.209], [-2.360, -0.686, -8.155], [-1.694, 0.364, -7.141], [-2.571, 0.549, -6.041], [-0.324, 0.021, -6.975], [-1.791, 1.659, -8.082], [-1.289, 1.066, -9.985], [-2.750, 2.075, -9.880], [-3.076, -0.584, -10.107], [-4.032, 0.268, -8.873]]
}

Record 2
{
  "formula": "C10H21P",
  "method": "ωB97M-V/def2-TZVPD",
  "homo_energy_ev": -9.143,
  "multiplicity": 1,
  "total_charge": 0,
  "e_lumo_ev": 0.909,
  "smiles": "CCC[C@@]1(C)CC[C@@H](P)[C@@H]1C",
  "fmax_ha_per_bohr": 0.0969,
  "e_tot_ev": -19996.8397,
  "de_lowest_kj_mol": 32.9,
  "symbols": ["C", "C", "C", "C", "C", "C", "C", "C", "P", "C", "C", "H", "H", "H", "H", "H", "H", "H", "H", "H", "H", "H", "H", "H", "H", "H", "H", "H", "H", "H", "H", "H"],
  "coordinates": [[3.621, -0.369, -0.157], [2.642, 0.828, -0.528], [1.208, 0.343, -0.916], [0.165, 0.282, 0.241], [0.707, -0.516, 1.473], [-0.372, 1.698, 0.599], [-1.903, 1.646, 0.413], [-2.313, 0.231, 0.370], [-4.065, 0.038, -0.161], [-1.097, -0.494, -0.470], [-1.073, -2.070, -0.443], [3.048, -0.967, 0.527], [4.482, 0.069, 0.172], [3.683, -1.028, -0.965], [3.136, 1.288, -1.364], [2.898, 1.535, 0.211], [1.372, -0.798, -1.186], [0.828, 0.679, -1.863], [0.864, -1.543, 1.319], [-0.109, -0.574, 2.151], [1.474, 0.077, 1.921], [-0.030, 2.357, -0.184], [-0.104, 1.942, 1.580], [-2.323, 2.372, 1.268], [-2.122, 1.899, -0.621], [-2.248, -0.211, 1.348], [-3.950, -1.346, -0.290], [-3.853, 0.039, -1.695], [-1.249, -0.075, -1.404], [-1.246, -2.529, 0.489], [-0.170, -2.343, -0.833], [-1.903, -2.460, -1.001]]
}

Record 3
{
  "formula": "C40H56BN8NiS3",
  "method": "ωB97M-V/def2-TZVPD",
  "homo_energy_ev": -8.598,
  "multiplicity": 1,
  "total_charge": 1,
  "e_lumo_ev": -2.716,
  "fmax_ha_per_bohr": 0.0160,
  "e_tot_ev": -128527.2242,
  "symbols": ["Ni", "C", "C", "C", "C", "N", "N", "B", "N", "N", "C", "C", "C", "C", "C", "S", "C", "C", "C", "C", "N", "N", "C", "C", "C", "C", "C", "S", "C", "C", "C", "C", "C", "S", "C", "C", "C", "C", "H", "H", "H", "H", "H", "H", "H", "H", "H", "H", "H", "H", "H", "H", "H", "H", "H", "H", "H", "H", "H", "H", "H", "H", "H", "H", "H", "H", "H", "H", "H", "H", "H", "H", "H", "H", "H", "H", "H", "C", "C", "C", "C", "C", "C", "C", "H", "H", "H", "H", "H", "H", "H", "N", "C", "N", "C", "C", "C", "C", "C", "H", "H", "H", "H", "H", "H", "H", "H", "H", "H"],
  "coordinates": [[-1.231, 0.295, -1.055], [-5.296, 2.569, 3.055], [-4.175, 1.586, 3.165], [-4.160, 0.588, 4.089], [-3.081, -0.338, 4.129], [-2.053, -0.215, 3.350], [-2.033, 0.792, 2.448], [-0.835, 0.667, 1.533], [-0.615, -0.822, 1.241], [0.404, -1.442, 1.875], [0.561, -2.718, 1.707], [-0.295, -3.463, 0.846], [-1.359, -2.870, 0.260], [-2.318, -3.619, -0.604], [-1.555, -1.466, 0.514], [-2.960, -0.666, -0.064], [1.668, -3.416, 2.474], [1.046, -4.502, 3.366], [2.632, -4.065, 1.472], [2.433, -2.433, 3.351], [0.216, 1.590, 1.208], [1.386, 0.951, 0.824], [2.317, 1.643, 0.258], [2.189, 3.012, -0.074], [1.080, 3.675, 0.348], [0.900, 5.129, 0.042], [0.133, 2.980, 1.149], [-1.096, 3.757, 1.958], [3.602, 0.854, -0.017], [4.309, 0.635, 1.328], [3.244, -0.505, -0.642], [4.555, 1.591, -0.955], [-3.073, 1.643, 2.270], [-2.935, 2.784, 1.024], [-3.094, -1.508, 5.098], [-1.868, -2.394, 4.889], [-4.363, -2.336, 4.848], [-3.097, -0.969, 6.534], [-6.028, 2.406, 3.843], [-5.793, 2.477, 2.088], [-4.917, 3.589, 3.121], [-4.978, 0.483, 4.791], [-0.108, -4.518, 0.691], [-1.988, -4.648, -0.738], [-2.415, -3.136, -1.578], [-3.314, -3.617, -0.159], [0.540, -5.276, 2.784], [0.324, -4.072, 4.062], [1.830, -4.988, 3.949], [2.136, -4.795, 0.829], [3.422, -4.589, 2.014], [3.100, -3.309, 0.837], [1.766, -1.920, 4.045], [2.937, -1.674, 2.755], [3.187, -2.973, 3.927], [2.974, 3.542, -0.593], [1.584, 5.422, -0.754], [1.103, 5.747, 0.916], [-0.125, 5.333, -0.271], [3.618, 0.230, 2.065], [4.699, 1.579, 1.717], [5.147, -0.054, 1.207], [2.558, -1.062, -0.006], [4.152, -1.094, -0.794], [2.762, -0.380, -1.617], [4.830, 2.573, -0.570], [4.134, 1.719, -1.959], [5.474, 1.011, -1.055], [-1.843, -2.796, 3.874], [-1.907, -3.231, 5.590], [-0.941, -1.844, 5.053], [-4.394, -2.705, 3.821], [-5.274, -1.763, 5.032], [-4.375, -3.196, 5.519], [-2.200, -0.379, 6.731], [-3.118, -1.801, 7.239], [-3.969, -0.343, 6.734], [-1.746, -0.032, -2.862], [-1.068, 1.259, -3.252], [-1.814, 2.363, -3.943], [-1.274, 3.575, -4.114], [0.091, 4.004, -3.740], [1.054, 3.306, -3.127], [0.893, 1.874, -2.637], [-1.237, -0.930, -3.214], [-2.817, -0.104, -3.030], [-2.834, 2.174, -4.258], [-1.883, 4.341, -4.581], [0.338, 5.021, -4.024], [2.018, 3.777, -2.967], [1.796, 1.516, -2.148], [-0.414, 1.703, -1.949], [0.336, 1.067, -3.751], [0.838, 0.318, -4.656], [-0.001, -0.348, -5.670], [0.359, 0.194, -7.047], [1.853, 0.052, -7.322], [2.673, 0.728, -6.225], [2.294, 0.185, -4.854], [-1.042, -0.170, -5.414], [0.198, -1.420, -5.603], [0.064, 1.246, -7.095], [-0.228, -0.338, -7.797], [2.097, 0.486, -8.291], [2.117, -1.009, -7.376], [2.498, 1.807, -6.234], [3.740, 0.574, -6.384], [2.795, 0.715, -4.047], [2.533, -0.878, -4.770]]
}

Record 4
{
  "formula": "C17H21ClN2O2",
  "method": "ωB97M-V/def2-TZVPD",
  "homo_energy_ev": -8.832,
  "multiplicity": 1,
  "total_charge": 0,
  "e_lumo_ev": -0.856,
  "fmax_ha_per_bohr": 0.2522,
  "e_tot_ev": -37552.4211,
  "de_lowest_kj_mol": 1603.2,
  "symbols": ["C", "C", "C", "C", "C", "C", "N", "C", "O", "C", "C", "N", "C", "H", "H", "H", "C", "O", "C", "C", "C", "C", "C", "C", "H", "H", "Cl", "H", "H", "H", "H", "H", "H", "H", "H", "H", "H", "H", "H", "H", "H", "H", "H"],
  "coordinates": [[-0.434, -3.430, -1.283], [0.758, -2.489, -0.892], [2.094, -3.111, -0.702], [3.080, -2.301, -0.172], [2.883, -2.143, 1.194], [3.383, -0.691, 1.783], [2.655, 0.328, 1.204], [1.397, 0.746, 1.001], [0.567, 0.235, 1.778], [1.208, 1.762, 0.052], [2.512, 2.209, -0.430], [3.297, 1.315, 0.011], [2.953, 2.777, -1.634], [4.025, 3.030, -1.648], [2.601, 3.952, -1.393], [2.347, 2.630, -2.311], [0.254, 1.084, -0.944], [0.562, 0.956, -2.039], [-1.049, 1.054, -0.610], [-1.721, 1.416, 0.787], [-3.019, 0.995, 0.940], [-3.846, 0.302, 0.334], [-3.222, -0.099, -0.985], [-2.001, 0.209, -1.221], [-1.515, 0.010, -2.577], [-3.731, -0.804, -1.707], [-5.313, -0.438, 0.634], [-3.349, 1.483, 1.942], [-1.205, 1.948, 1.461], [0.767, 2.666, 0.574], [3.347, -0.335, 2.760], [4.456, -0.547, 1.321], [1.831, -1.921, 1.632], [3.323, -2.864, 1.923], [3.974, -2.782, -0.310], [3.031, -1.137, -0.681], [2.285, -3.617, -1.802], [1.794, -4.011, 0.289], [0.728, -1.644, -1.611], [0.164, -1.879, 0.137], [-1.343, -2.974, -1.343], [-0.345, -3.814, -2.076], [-0.743, -4.266, -0.610]]
}

Record 5
{
  "formula": "C10H12N5PdSe",
  "method": "ωB97M-V/def2-TZVPD",
  "homo_energy_ev": [-11.797, -12.245],
  "multiplicity": 3,
  "total_charge": 1,
  "s2": 2.02,
  "e_lumo_ev": [-2.598, -6.220],
  "fmax_ha_per_bohr": 0.0067,
  "e_tot_ev": -86834.9006,
  "de_lowest_kj_mol": 11.9,
  "symbols": ["Pd", "C", "C", "C", "C", "C", "C", "C", "H", "H", "H", "H", "H", "H", "H", "H", "N", "C", "N", "N", "C", "N", "H", "H", "H", "H", "Se", "C", "N"],
  "coordinates": [[1.431, -0.532, -0.653], [0.425, 2.902, 0.681], [1.611, 2.070, 0.298], [2.284, 2.297, -0.910], [3.350, 1.499, -1.302], [3.771, 0.441, -0.490], [3.136, 0.218, 0.742], [2.053, 1.026, 1.125], [0.212, 2.826, 1.746], [-0.458, 2.566, 0.134], [0.590, 3.949, 0.430], [1.960, 3.109, -1.548], [3.853, 1.692, -2.239], [4.603, -0.181, -0.789], [3.487, -0.564, 1.402], [1.561, 0.849, 2.072], [-5.145, -1.177, 0.037], [-3.822, -1.367, 0.057], [-3.330, -2.409, 0.730], [-3.091, -0.473, -0.597], [-1.804, -0.499, -0.611], [-0.652, -0.391, -0.720], [-5.790, -1.826, 0.450], [-5.503, -0.387, -0.469], [-3.944, -3.072, 1.173], [-2.353, -2.668, 0.683], [1.827, -2.799, -1.264], [0.342, -3.391, -0.371], [-0.607, -3.707, 0.201]]
}

Record 6
{
  "formula": "C9H9IO",
  "method": "ωB97M-V/def2-TZVPD",
  "homo_energy_ev": -8.317,
  "multiplicity": 1,
  "total_charge": 0,
  "e_lumo_ev": 0.119,
  "fmax_ha_per_bohr": 0.1057,
  "e_tot_ev": -19624.1346,
  "de_lowest_kj_mol": 144.2,
  "symbols": ["C", "C", "C", "C", "C", "C", "C", "C", "C", "O", "I", "H", "H", "H", "H", "H", "H", "H", "H", "H"],
  "coordinates": [[2.214, -1.647, -0.419], [1.440, -2.001, 0.656], [1.783, -0.584, -1.203], [0.323, -1.308, 1.020], [0.576, 0.126, -0.802], [-0.230, -0.298, 0.261], [-2.564, 0.414, -1.242], [-1.371, 1.960, 0.756], [-1.389, 0.492, 0.500], [-2.928, 1.396, -1.733], [-3.020, -0.649, 1.666], [2.980, -2.284, -0.786], [1.915, -2.722, 1.292], [2.511, -0.346, -1.948], [-0.250, -1.680, 1.819], [0.108, 0.927, -1.358], [-2.931, -0.597, -1.266], [-1.549, 2.534, -0.189], [-0.314, 2.209, 1.008], [-2.031, 2.229, 1.581]]
}